[1]
Molecular formula: C22H44O14S4
Method: DFT, ωB97M-V/def2-TZVPD

ORCA input file:
```
! wB97M-V def2-TZVPD RIJCOSX def2/J DEFGRID3
* xyz 0 1
O -8.210 13.378 9.833
S -7.204 14.376 10.042
O -5.828 13.975 10.441
C -7.141 15.562 8.619
C -8.239 16.600 8.895
C -8.571 16.667 10.378
C -7.673 15.731 11.238
H -7.091 15.082 7.642
H -6.211 16.093 8.825
H -7.895 17.597 8.620
H -9.133 16.495 8.280
H -9.632 16.459 10.520
H -8.345 17.691 10.676
H -8.093 15.437 12.200
H -6.669 16.111 11.426
O -8.599 29.203 11.971
S -7.633 29.468 10.865
O -7.444 28.446 9.821
C -8.058 31.055 10.006
C -7.101 32.064 10.655
C -5.704 31.351 10.815
C -6.019 30.050 11.545
H -9.093 31.386 10.085
H -7.836 30.852 8.959
H -6.804 32.786 9.894
H -7.414 32.562 11.573
H -5.041 32.003 11.383
H -5.222 31.087 9.874
H -6.143 30.373 12.578
H -5.356 29.185 11.523
O 2.057 26.693 9.259
S 1.164 25.568 9.614
O 0.697 25.385 10.987
C -0.220 25.284 8.335
C -0.135 23.745 7.849
C 1.398 23.443 7.738
C 2.060 23.936 9.058
H 0.165 25.881 7.508
H -1.159 25.614 8.779
H -0.528 23.051 8.592
H -0.742 23.355 7.032
H 1.882 23.955 6.907
H 1.467 22.376 7.525
H 3.148 23.997 9.031
H 1.813 23.090 9.699
O -3.073 25.343 19.342
S -2.838 24.629 18.098
O -3.903 24.114 17.227
C -1.754 25.717 17.040
C -0.307 25.391 17.402
C -0.223 23.867 17.473
C -1.502 23.377 18.202
H -2.121 26.743 17.076
H -1.934 25.358 16.027
H 0.393 25.690 16.621
H -0.069 25.903 18.334
H 0.724 23.455 17.821
H -0.299 23.461 16.464
H -1.241 23.203 19.246
H -1.777 22.396 17.814
C -11.129 24.363 10.587
O -11.902 25.266 9.848
C -13.093 24.872 9.216
O -13.507 23.731 9.103
O -13.716 26.049 8.848
C -14.949 26.060 8.210
H -11.087 23.452 9.990
H -11.571 24.189 11.568
H -10.114 24.751 10.672
H -15.483 27.008 8.140
H -15.680 25.439 8.727
H -14.855 25.608 7.223
C -5.277 23.109 7.170
O -5.035 23.610 8.507
C -5.494 22.936 9.620
O -6.234 21.964 9.706
O -4.965 23.574 10.691
C -5.556 23.464 11.980
H -6.240 23.479 6.817
H -5.334 22.035 6.995
H -4.633 23.524 6.395
H -6.629 23.277 11.938
H -5.522 24.425 12.493
H -5.110 22.673 12.583
*
```

Output
SMILES   O=S1(=O)CCCC1.O=S1(=O)CCCC1.O=S1(=O)CCCC1.O=S1(=O)CCCC1.COC(=O)OC.COC(=O)OC
Electronic energy   -3510.59090 Ha
Energy relative to the best compared isomer or geometry (same formula, charge and spin)   66.1 kcal/mol
Frontier orbital gap   10.285 eV
HOMO   -0.370 Eh

[2]
Molecular formula: C22H45As2MoO2Se2Si2
Method: DFT, ωB97M-V/def2-TZVPD

ORCA input file:
```
! wB97M-V def2-TZVPD RIJCOSX def2/J DEFGRID3
* xyz 1 1
Mo 0.278 0.042 -0.305
O 3.928 3.478 -3.543
C 4.051 3.613 -2.134
C 3.043 2.667 -1.463
C 3.238 2.776 0.041
O 4.509 2.234 0.368
C 3.326 1.258 -1.974
Se 2.563 -0.256 -0.999
C 1.652 3.144 -1.862
Se 0.031 2.144 -1.368
H 4.610 4.004 -3.971
H 3.836 4.642 -1.821
H 5.057 3.350 -1.797
H 2.441 2.231 0.550
H 3.169 3.830 0.338
H 4.687 2.377 1.302
H 4.396 1.058 -1.940
H 3.007 1.163 -3.009
H 1.602 3.226 -2.946
H 1.468 4.142 -1.457
C -3.305 1.108 -1.792
As -2.355 -0.198 -0.718
C -3.503 -0.395 0.850
C -2.766 -1.837 -1.677
C -4.087 -2.164 -1.976
C -4.383 -3.346 -2.635
C -3.358 -4.213 -3.002
C -2.043 -3.891 -2.708
C -1.743 -2.706 -2.041
As 0.101 -2.227 -1.676
C 0.834 -2.141 -3.465
C 0.854 -3.872 -0.982
H -4.364 0.857 -1.813
H -2.901 1.092 -2.801
H -3.172 2.100 -1.369
H -3.884 -1.413 0.879
H -4.331 0.306 0.768
H -2.946 -0.192 1.758
H -4.896 -1.500 -1.694
H -5.411 -3.594 -2.864
H -3.586 -5.136 -3.518
H -1.254 -4.572 -3.006
H 0.507 -3.010 -4.032
H 1.918 -2.108 -3.398
H 0.474 -1.231 -3.940
H 0.753 -4.637 -1.750
H 0.308 -4.172 -0.090
H 1.906 -3.738 -0.746
C 0.479 -1.318 4.365
Si 0.388 -1.424 2.500
C -1.081 -2.513 2.064
C 2.001 -2.244 2.015
C 0.296 0.323 1.677
Si -0.621 1.819 2.480
C -1.284 1.413 4.185
C -2.091 2.557 1.579
C 0.653 3.179 2.647
H 0.830 -2.298 4.706
H -0.472 -1.118 4.852
H 1.209 -0.579 4.703
H -0.872 -3.532 2.405
H -1.332 -2.567 1.002
H -1.977 -2.181 2.594
H 2.042 -3.246 2.450
H 2.825 -1.666 2.446
H 2.208 -2.321 0.952
H 1.350 0.636 1.819
H -1.997 0.584 4.182
H -1.827 2.299 4.529
H -0.511 1.196 4.922
H -3.017 2.003 1.729
H -1.934 2.738 0.518
H -2.243 3.538 2.042
H 1.582 2.834 3.106
H 0.243 3.968 3.282
H 0.894 3.628 1.681
*
```

Output
Electronic energy   -10937.19173 Ha
Frontier orbital gap   6.813 eV
HOMO   -0.386 Eh

[3]
Molecular formula: C22H45B2N4O11S3
Method: DFT, ωB97M-V/def2-TZVPD

ORCA input file:
```
! wB97M-V def2-TZVPD RIJCOSX def2/J DEFGRID3
* xyz 1 1
C -2.481 -0.543 0.644
C -1.255 -0.771 0.155
C -0.133 -1.258 1.004
N 1.010 -0.297 1.010
C 1.979 -0.853 1.877
N 3.164 -1.314 1.366
N 1.725 -0.971 3.168
B 2.965 -1.492 3.936
O 3.685 -0.597 4.671
O 3.305 -2.792 3.834
C 2.330 -3.802 4.138
C 0.968 0.130 3.838
C -0.008 0.888 2.930
C -0.326 2.217 3.628
C -0.904 2.003 5.013
O -0.436 2.482 5.984
O -2.022 1.249 5.090
C 0.724 1.066 1.592
B 0.194 2.188 0.554
N 0.593 3.551 0.785
O -0.577 1.911 -0.543
H -2.924 -1.175 1.411
H -3.092 0.284 0.307
H -1.089 -0.616 -0.902
H 0.275 -2.200 0.613
H -0.517 -1.505 1.997
H 3.173 -2.185 0.862
H 4.017 -0.763 1.391
H 3.317 -0.369 5.532
H 2.385 -4.049 5.195
H 1.316 -3.478 3.895
H 2.550 -4.677 3.535
H 1.669 0.840 4.273
H 0.421 -0.322 4.668
H -0.939 0.344 2.783
H 0.601 2.765 3.785
H -1.052 2.803 3.069
H -2.025 0.541 4.436
H 1.706 1.461 1.891
H 1.255 3.675 1.541
H -0.174 4.200 0.912
H -0.035 1.702 -1.321
C 4.664 2.637 -2.516
C 3.855 3.070 -1.285
C 3.523 1.800 -0.496
S 4.837 0.633 -0.857
O 4.280 -0.500 -1.561
O 5.599 0.405 0.355
C 5.727 1.666 -2.004
H 5.121 3.490 -3.014
H 4.022 2.130 -3.236
H 4.457 3.741 -0.668
H 2.946 3.601 -1.560
H 3.503 1.968 0.579
H 2.593 1.346 -0.830
H 6.168 1.042 -2.777
H 6.508 2.178 -1.442
C -8.184 -0.666 -0.889
C -8.204 -2.167 -1.213
C -6.830 -2.529 -1.792
S -5.662 -1.364 -1.073
O -5.116 -0.531 -2.114
O -4.790 -2.056 -0.153
C -6.872 -0.418 -0.151
H -9.040 -0.371 -0.285
H -8.207 -0.085 -1.812
H -8.381 -2.735 -0.299
H -8.998 -2.418 -1.913
H -6.516 -3.535 -1.531
H -6.794 -2.397 -2.871
H -6.566 0.625 -0.133
H -6.901 -0.822 0.861
C 0.264 -1.557 -4.066
C 0.086 -0.919 -5.451
C 0.642 0.509 -5.372
S 1.918 0.469 -4.106
O 1.494 1.315 -3.004
O 3.209 0.655 -4.711
C 1.694 -1.239 -3.634
H 0.088 -2.630 -4.088
H -0.446 -1.114 -3.365
H 0.645 -1.493 -6.192
H -0.957 -0.912 -5.762
H 1.096 0.838 -6.302
H -0.113 1.225 -5.054
H 1.877 -1.337 -2.567
H 2.424 -1.823 -4.192
*
```

Output
Electronic energy   -3156.08706 Ha
Frontier orbital gap   7.764 eV
HOMO   -0.421 Eh